[1]
ORCA calculation (ωB97M-V/def2-TZVPD) on a single C4H12N2O molecule at a distorted geometry.

Structure (ORCA input):
```
! RIJCOSX wB97M-V def2-TZVPD def2/J DEFGRID3
* xyz 0 1
C -0.920 -1.217 -0.730
C 0.217 -0.193 -0.572
C 0.033 0.931 -1.594
O -0.067 0.460 -2.914
N 0.369 0.452 0.744
C 0.456 -0.430 1.885
N -0.032 0.211 3.104
H -0.664 -1.993 -0.051
H -1.927 -0.884 -0.499
H -0.844 -1.637 -1.728
H 1.162 -0.673 -0.840
H 0.826 1.656 -1.484
H -0.900 1.466 -1.409
H 0.775 0.134 -3.234
H -0.513 0.955 0.819
H -0.100 -1.362 1.746
H 1.490 -0.764 2.053
H 0.698 0.750 3.548
H -0.302 -0.515 3.751
*
```

Calculated values
E_LUMO = 0.97 eV
F_max = 1.23 eV Å⁻¹
HOMO energy = -9.03 eV
SMILES = C[C@@H](CO)NCN
frontier orbital gap = 10.003 eV
energy above the lowest of the compared OMol25 structures with the same formula, charge and spin = 35.4 kcal/mol


[2]
ORCA calculation (ωB97M-V/def2-TZVPD) on a single C6H12O molecule at a distorted geometry.

Structure (ORCA input):
```
! RIJCOSX wB97M-V def2-TZVPD def2/J DEFGRID3
* xyz 0 1
C 1.615 2.161 -0.225
C 0.948 0.843 0.009
C -0.489 0.830 0.475
C -0.737 -0.355 1.260
C -1.377 -1.485 0.539
C -0.378 -1.829 -0.606
O -0.878 -1.440 -1.868
H 0.954 2.809 -0.817
H 1.917 2.731 0.667
H 2.524 1.992 -0.815
H 1.597 0.035 0.346
H 0.567 -1.295 -0.445
H -1.242 1.022 -0.304
H -0.511 1.683 1.182
H -0.187 -0.518 2.183
H -2.311 -1.161 0.055
H -1.598 -2.350 1.171
H -0.147 -2.898 -0.594
H -0.267 -0.775 -2.212
*
```

Calculated values
E_LUMO (spin up / spin down) = 0.74 / 0.25 eV
F_max = 1.72 eV Å⁻¹
HOMO energy (spin up / spin down) = -7.93 / -7.37 eV
frontier orbital gap (spin up / spin down) = 8.667 / 7.618 eV
energy above the lowest of the compared OMol25 structures with the same formula, charge and spin = 100.9 kcal/mol


[3]
ORCA calculation (ωB97M-V/def2-TZVPD) on a molecular structure, C29H26FGaN6O4S2 at a distorted geometry.

Structure (ORCA input):
```
! RIJCOSX wB97M-V def2-TZVPD def2/J DEFGRID3
* xyz 0 1
Ga 1.722 -0.042 0.809
N 4.952 -1.705 3.264
C 3.903 -1.114 2.656
S 3.926 -0.767 0.963
N 2.926 -0.746 3.512
N 2.000 -0.043 2.912
C 1.335 0.870 3.706
C 0.902 2.123 3.221
C 0.325 2.983 4.187
C -0.234 4.161 3.780
C -0.207 4.568 2.438
C 0.390 3.735 1.493
C 1.027 2.553 1.851
O 1.704 1.881 0.960
H 5.751 -1.965 2.752
H 4.961 -1.719 4.265
H 1.302 0.733 4.801
H 0.320 2.696 5.196
H -0.779 4.812 4.456
H -0.785 5.488 2.211
H 0.379 4.018 0.467
C -2.290 1.507 -5.462
C -1.796 0.069 -5.279
C -1.261 -0.607 -6.542
C 0.135 -0.155 -6.951
C 1.025 0.101 -5.800
C 2.395 0.355 -5.969
C 3.281 0.378 -4.926
F 4.618 0.539 -5.167
C 2.850 0.408 -3.610
C 1.493 0.226 -3.346
C 1.001 0.124 -2.019
O 1.915 0.062 -1.066
C -0.413 -0.124 -1.755
C -1.224 -0.220 -2.906
N -0.807 -0.056 -4.180
C 0.581 0.116 -4.464
C -0.934 -0.387 -0.385
O -1.968 -1.027 -0.215
O -0.222 0.040 0.640
H -3.162 1.371 -6.121
H -1.507 2.068 -6.020
H -2.490 1.988 -4.505
H -2.590 -0.558 -4.846
H -1.892 -0.453 -7.421
H -1.261 -1.683 -6.377
H 0.036 0.776 -7.551
H 0.545 -0.925 -7.649
H 2.787 0.351 -7.019
H 3.521 0.528 -2.737
H -2.294 -0.404 -2.821
N 0.366 -2.563 3.803
C -0.043 -2.416 2.509
S 0.962 -2.747 1.219
N -1.348 -2.062 2.347
C -2.291 -1.862 3.409
C -2.128 -0.858 4.372
C -2.920 -0.787 5.519
C -3.806 -1.856 5.812
C -3.960 -2.874 4.867
C -3.274 -2.855 3.664
H 1.372 -2.486 3.995
H -0.314 -2.519 4.523
H -1.645 -1.838 1.409
H -1.397 -0.050 4.224
H -2.892 0.006 6.252
H -4.436 -1.802 6.690
H -4.711 -3.659 4.997
H -3.425 -3.699 2.961
*
```

Calculated values
E_LUMO (spin up / spin down) = -0.91 / -0.91 eV
F_max = 5.94 eV Å⁻¹
HOMO energy (spin up / spin down) = -6.58 / -6.58 eV
frontier orbital gap (spin up / spin down) = 5.674 / 5.676 eV
energy above the lowest of the compared OMol25 structures with the same formula, charge and spin = 2.1 kcal/mol


[4]
ORCA calculation (ωB97M-V/def2-TZVPD) on a gas-phase ion, C9H22N3Si (charge +1) at a distorted geometry.

Structure (ORCA input):
```
! RIJCOSX wB97M-V def2-TZVPD def2/J DEFGRID3
* xyz 1 1
C -1.899 -0.176 -0.773
C -1.844 -1.553 1.162
C -2.839 -0.939 0.278
C -1.047 0.897 -0.145
C -3.742 -1.880 -0.458
C -1.868 2.074 0.488
C 0.061 1.468 -0.907
C 3.083 -0.919 -0.447
C 4.462 -0.149 -0.275
N 2.148 -0.270 0.495
N 1.052 -0.862 0.742
N 4.143 1.278 -0.032
Si -0.442 -0.206 1.542
H -1.447 -0.881 -1.316
H -2.524 0.342 -1.508
H -2.363 -1.831 2.079
H -1.363 -2.393 0.819
H -3.444 -0.089 0.755
H -3.089 -2.708 -0.919
H -4.376 -1.176 -1.081
H -4.421 -2.445 0.122
H -1.157 2.846 0.729
H -2.449 1.782 1.379
H -2.534 2.466 -0.256
H 0.860 1.991 -0.302
H -0.440 2.139 -1.552
H 0.685 0.742 -1.368
H 3.203 -2.035 -0.295
H 2.432 -0.925 -1.444
H 4.872 -0.689 0.675
H 5.069 -0.438 -1.122
H 2.607 0.611 0.812
H 3.883 1.739 -0.969
H 5.051 1.612 0.371
H -0.322 0.580 2.722
*
```

Calculated values
E_LUMO (spin up / spin down) = -5.06 / -5.06 eV
F_max = 4.88 eV Å⁻¹
HOMO energy (spin up / spin down) = -12.35 / -12.35 eV
SMILES = C[C@H]1C[Si@@H](/N=[NH+]/CCN)C(C)(C)C1
frontier orbital gap (spin up / spin down) = 7.284 / 7.285 eV
energy above the lowest of the compared OMol25 structures with the same formula, charge and spin = 18.0 kcal/mol


[5]
ORCA calculation (ωB97M-V/def2-TZVPD) on a molecular structure, C27H31AuN2Sb2Se4 at a distorted geometry.

Structure (ORCA input):
```
! RIJCOSX wB97M-V def2-TZVPD def2/J DEFGRID3
* xyz 0 1
Au -0.885 1.564 -1.021
Se 0.632 3.629 4.045
Sb -0.590 2.820 2.079
Se 0.069 -0.085 2.010
Se 0.697 3.254 -0.768
Se -2.977 2.814 2.590
C 1.754 -0.173 5.291
C 3.021 -0.925 5.053
C 3.878 -1.230 6.104
C 5.077 -1.885 5.888
C 5.448 -2.246 4.604
C 4.602 -1.966 3.548
C 3.400 -1.322 3.779
Sb 2.264 -0.990 2.001
C 1.960 -2.977 1.306
C 1.955 -3.955 2.281
C 1.647 -5.262 1.950
C 1.352 -5.577 0.636
C 1.347 -4.591 -0.332
C 1.632 -3.268 -0.011
C 1.549 -2.195 -1.049
C 3.534 0.376 0.958
C 3.218 1.701 1.203
C 3.954 2.723 0.637
C 5.012 2.406 -0.198
C 5.339 1.084 -0.424
C 4.617 0.044 0.160
C 5.052 -1.365 -0.104
H 1.582 -0.013 6.351
H 0.892 -0.702 4.880
H 1.802 0.808 4.813
H 3.601 -0.928 7.104
H 5.729 -2.104 6.720
H 6.392 -2.734 4.420
H 4.888 -2.257 2.545
H 2.185 -3.695 3.306
H 1.641 -6.022 2.717
H 1.114 -6.596 0.367
H 1.112 -4.842 -1.357
H 1.533 -2.622 -2.049
H 2.388 -1.500 -0.982
H 0.630 -1.617 -0.916
H 2.379 1.946 1.841
H 3.687 3.748 0.844
H 5.583 3.190 -0.674
H 6.171 0.831 -1.067
H 5.162 -1.530 -1.175
H 4.347 -2.102 0.282
H 6.026 -1.549 0.354
N -2.318 0.189 -1.033
C -3.402 0.095 -0.626
N -4.612 -0.154 -0.279
C -5.123 0.133 1.053
C -5.917 1.436 1.021
C -7.020 1.368 -0.032
C -6.419 1.041 -1.395
C -5.642 -0.269 -1.298
H -4.298 0.205 1.765
H -5.774 -0.703 1.330
H -5.237 2.261 0.795
H -6.329 1.628 2.010
H -7.548 2.319 -0.070
H -7.743 0.596 0.239
H -5.745 1.843 -1.698
H -7.201 0.954 -2.148
H -5.185 -0.538 -2.252
H -6.315 -1.073 -0.986
*
```

Calculated values
E_LUMO (spin up / spin down) = -1.88 / -1.88 eV
F_max = 1.90 eV Å⁻¹
HOMO energy (spin up / spin down) = -7.34 / -7.34 eV
frontier orbital gap (spin up / spin down) = 5.463 / 5.459 eV


[6]
ORCA calculation (ωB97M-V/def2-TZVPD) on a molecular structure, C3HClS3 at a distorted geometry.

Structure (ORCA input):
```
! RIJCOSX wB97M-V def2-TZVPD def2/J DEFGRID3
* xyz 0 1
C 0.708 0.122 0.048
C -0.142 1.181 0.084
C 0.195 -1.238 0.082
S 0.983 -2.665 -0.045
S -2.071 0.700 -0.051
S -1.528 -1.352 -0.056
Cl 0.178 2.820 -0.051
H 1.678 0.431 -0.010
*
```

Calculated values
E_LUMO = -1.03 eV
F_max = 4.07 eV Å⁻¹
HOMO energy = -8.59 eV
frontier orbital gap = 7.560 eV
energy above the lowest of the compared OMol25 structures with the same formula, charge and spin = 0.0 kcal/mol


[7]
ORCA calculation (ωB97M-V/def2-TZVPD) on 2 unconnected molecules or ions with the total composition CH6N2S2 at a distorted geometry.

Structure (ORCA input):
```
! RIJCOSX wB97M-V def2-TZVPD def2/J DEFGRID3
* xyz 0 1
S -2.075 -0.454 -0.280
S -0.886 0.079 -2.011
H -1.085 -1.228 0.269
H -1.163 1.342 -1.747
N 1.699 1.197 1.064
C 2.235 -0.038 1.337
N 2.396 -0.522 2.497
H 1.344 1.703 1.862
H 1.015 1.256 0.324
H 2.494 -0.621 0.442
H 2.608 -1.503 2.427
*
```

Calculated values
E_LUMO = -0.27 eV
F_max = 1.54 eV Å⁻¹
HOMO energy = -9.42 eV
SMILES = [H]/N=C/N.SS
frontier orbital gap = 9.154 eV
energy above the lowest of the compared OMol25 structures with the same formula, charge and spin = 11.7 kcal/mol


[8]
ORCA calculation (ωB97M-V/def2-TZVPD) on 2 unconnected molecules or ions with the total composition C4H9O3 at a distorted geometry.

Structure (ORCA input):
```
! RIJCOSX wB97M-V def2-TZVPD def2/J DEFGRID3
* xyz -1 1
C -1.540 -0.498 0.141
C -0.861 -1.951 0.289
O -2.398 -0.311 1.133
H -0.696 0.275 -0.036
H -2.216 -0.589 -0.784
H -1.088 -2.789 -0.423
H -1.843 -0.451 1.886
H -0.967 -2.407 1.250
H 0.304 -1.737 0.046
C 1.852 1.186 -1.083
C 1.286 1.769 0.181
O 1.494 1.149 1.251
O 0.834 2.935 0.030
H 1.980 1.936 -1.792
H 1.012 0.516 -1.365
H 2.847 0.965 -0.724
*
```

Calculated values
E_LUMO = 3.75 eV
F_max = 5.81 eV Å⁻¹
HOMO energy = -3.74 eV
frontier orbital gap = 7.489 eV
energy above the lowest of the compared OMol25 structures with the same formula, charge and spin = 54.1 kcal/mol


Number 1: E -344.328628 a.u.. Number 2: E -310.898448 a.u.. Number 3: E -4571.357017 a.u.. Number 4: E -809.518285 a.u.. Number 5: E -11378.849760 a.u.. Number 6: E -1769.628103 a.u.. Number 7: E -947.559317 a.u.. Number 8: E -383.520374 a.u..